Formula: C7H13N4
Source: the Open Molecules 2025 dataset
Level of theory: ωB97M-V/def2-TZVPD

Positions of all 24 atoms, in Å:
C (2.04405, 0.62218, 0.92111)
C (2.11878, -0.50622, -0.03704)
C (-1.73839, -0.43202, 1.02730)
C (-1.44236, -1.64179, 0.08433)
C (-1.40366, 0.87690, 0.41196)
C (0.54267, -0.42318, -0.49162)
C (0.07486, 1.88545, -1.03825)
N (0.95082, 1.24752, 1.07268)
N (3.02238, -1.37091, -0.07347)
N (-0.04849, -1.62289, -0.22984)
N (-0.00321, 0.87848, 0.00817)
H (2.90891, 1.06622, 1.42210)
H (-2.86310, -0.53695, 1.22589)
H (-1.22982, -0.69686, 1.93333)
H (-1.63025, -2.55906, 0.60410)
H (-2.04660, -1.53746, -0.84341)
H (-2.04731, 0.91974, -0.53225)
H (-1.81751, 1.67927, 1.02287)
H (0.66919, -0.16946, -2.20860)
H (-0.52625, 1.56633, -1.85899)
H (-0.38648, 2.81852, -0.82464)
H (1.14988, 2.13909, -1.14169)
H (3.24318, -1.98142, -0.85030)
H (0.45871, -2.22149, 0.39626)

For the energy relative to the best compared isomer or geometry (same formula, charge and spin), the calculation gives 6.774 eV. Its lowest unoccupied orbital energy is -4.79 eV. The charge is +1. Its multiplicity is 1. Its HOMO energy is -13.01 eV. The total energy comes out at -493.0994 hartree.

Mulliken population analysis, charges in e, atoms 1 to 8: -0.045, 0.224, -0.650, -0.746, -0.404, -0.451, -1.042, -0.897

=====

Formula: C3H15NO4
Source: the Open Molecules 2025 dataset
Level of theory: ωB97M-V/def2-TZVPD

Positions of all 23 atoms, in Å:
C (-1.04000, 0.49375, -2.77874)
C (-1.28029, 0.38032, -1.33406)
C (-1.45896, 1.42589, -0.42780)
N (-1.98899, 1.17763, 0.84820)
H (-0.55595, 1.40699, -3.02843)
H (-1.96940, 0.53081, -3.30938)
H (-0.40019, -0.36929, -3.13654)
H (-1.55457, -0.63876, -1.06510)
H (-1.21828, 2.45976, -0.72091)
H (-1.86242, 1.75308, 1.60959)
H (-2.23161, 0.26106, 0.92698)
H (-1.07348, -2.46604, 1.83876)
H (-2.20720, -1.02669, 1.92599)
O (-1.80795, -1.88692, 2.14537)
H (4.13664, -0.01768, -0.14402)
H (3.15321, -0.66135, 0.89015)
O (4.08940, -0.53196, 0.72730)
H (-0.05134, -1.28245, 1.67502)
H (1.08353, -0.25410, 0.46414)
O (0.60705, -0.86773, 1.11268)
H (2.75865, 0.22833, -0.76052)
H (0.82200, 0.49342, -0.78455)
O (1.83260, 0.47907, -0.86973)

For the energy relative to the best compared isomer or geometry (same formula, charge and spin), the calculation gives 5.178 eV. Its lowest unoccupied orbital energy is 0.55 eV. As for the SMILES: C/C=C/N.O.O.O.O. Its multiplicity is 1. Its HOMO energy is -8.50 eV. The total energy comes out at -478.8385 hartree.

Mulliken population analysis, charges in e, atoms 1 to 8: -1.230, -0.383, 0.238, -0.277, 0.325, 0.376, 0.296, 0.152